The following is a DFT calculation (ωB97M-V/def2-TZVPD) of a structure of composition C26H39AuBGeN2O5 at a distorted geometry.

Each line ends with the Löwdin charge.
Geometry (Å):
Au  -0.526  -0.385  -0.388  1.2175
Ge  -0.616  2.580  0.768  1.2633
O  -2.290  -1.100  -1.745  -0.2235
O  0.274  -1.998  -1.418  -0.0736
O  2.169  -1.285  0.531  0.1653
O  -2.307  -0.600  0.953  -0.0898
O  1.458  0.794  1.343  0.0653
N  -4.110  -1.895  1.303  -0.1075
N  0.107  -3.490  -3.061  -0.0883
C  1.449  -3.976  -2.693  0.0356
C  3.586  1.715  2.110  0.0134
C  -1.422  2.062  -0.870  -0.3987
C  2.799  5.618  1.496  -0.0122
C  2.733  0.470  2.148  -0.3582
C  -5.288  -2.637  0.837  0.0104
C  4.409  -0.407  0.355  0.0098
C  0.841  3.722  1.001  -0.3757
C  -0.408  -2.507  -2.377  -0.3462
C  -3.492  1.813  -2.075  -0.0385
C  2.727  5.012  0.245  -0.0399
C  -2.771  1.739  -3.268  -0.0065
C  -0.699  1.964  -2.081  -0.1041
C  1.909  5.276  2.504  -0.0387
C  1.755  4.064  -0.008  -0.0947
C  0.942  4.313  2.269  -0.1139
C  -1.784  -1.970  -2.752  -0.0596
C  -1.384  1.803  -3.276  -0.0398
C  -3.964  -1.795  2.760  0.0205
C  -3.456  -1.488  -1.008  -0.0594
C  2.248  0.158  3.544  0.0121
C  -2.827  1.932  -0.873  -0.1102
C  -3.246  -1.316  0.502  -0.3833
C  -0.630  -4.151  -4.152  0.0225
C  3.342  -0.770  1.364  -0.3780
C  3.767  -1.918  2.247  0.0154
B  1.317  -0.293  0.600  -0.7088
H  1.720  -4.781  -3.367  0.1039
H  -3.306  1.645  -4.205  0.1348
H  -0.842  1.765  -4.211  0.1304
H  3.556  6.368  1.683  0.1306
H  5.313  -0.072  0.863  0.1144
H  -1.670  -1.380  -3.666  0.1542
H  1.534  -0.666  3.556  0.1058
H  1.774  1.041  3.970  0.1042
H  0.379  2.073  -2.092  0.1053
H  0.067  -4.770  -4.705  0.1071
H  -1.508  2.426  1.993  0.0322
H  4.084  0.380  -0.325  0.1006
H  -1.420  -4.790  -3.756  0.1147
H  -4.573  1.789  -2.097  0.1325
H  4.120  -2.739  1.625  0.1100
H  -2.483  -2.779  -2.963  0.1420
H  3.090  -0.111  4.181  0.1166
H  -2.947  -1.519  3.013  0.0911
H  2.961  -2.276  2.880  0.0980
H  3.774  2.056  1.095  0.0917
H  -4.273  -0.827  -1.310  0.1438
H  -3.384  1.987  0.056  0.1173
H  -4.657  -1.050  3.151  0.1149
H  -5.070  -3.704  0.778  0.1172
H  4.598  -1.605  2.882  0.1189
H  4.662  -1.290  -0.229  0.1099
H  0.257  4.039  3.065  0.1058
H  1.696  3.618  -0.993  0.0990
H  -5.643  -2.273  -0.123  0.0943
H  -6.087  -2.486  1.559  0.1131
H  2.170  -3.166  -2.778  0.1093
H  -3.734  -2.514  -1.246  0.1396
H  3.097  2.512  2.668  0.0904
H  3.423  5.297  -0.532  0.1259
H  -4.203  -2.764  3.192  0.1114
H  1.444  -4.342  -1.668  0.1111
H  -1.046  -3.419  -4.842  0.1053
H  1.969  5.760  3.470  0.1281
H  4.545  1.513  2.591  0.1228

## Properties
- HOMO level (eV) = -17.16
- E_LUMO (eV) = -10.823
- energy (a.u.) = -3736.3715
- largest force on an atom (eV/Å) = 1.0
- orbital gap (eV) = 6.332
- ΔE to the lowest compared entry with this formula, charge and spin (kcal/mol) = 15.69
- charge = +3


The following is a DFT calculation (ωB97M-V/def2-TZVPD) of a structure of composition C26H39BFMoO2SbTe.

Each line ends with the Löwdin charge.
Geometry (Å):
Te  -3.912  -2.304  -0.393  0.7678
Sb  -1.480  -0.466  1.448  1.5546
Mo  -2.512  -0.563  -1.123  0.6916
F  -4.623  -0.479  -5.607  0.1585
O  0.423  -2.304  -1.584  0.1774
O  0.078  -0.031  -1.449  0.0440
C  1.657  -1.644  -1.567  -0.1823
C  -0.637  -3.440  1.444  -0.1351
C  0.466  -2.045  3.210  -0.1059
C  -2.500  1.009  -3.139  -0.0761
C  3.972  -1.282  -1.558  0.0183
C  4.897  1.889  -0.100  -0.0398
C  -3.267  -1.934  3.482  -0.1342
C  -5.185  0.238  -3.461  0.0488
C  4.892  2.025  -2.605  -0.0353
C  -4.084  0.352  2.835  -0.1367
C  -4.753  0.767  -2.251  -0.0323
C  0.871  1.265  2.389  -0.1257
C  2.917  -2.189  -1.619  0.0528
C  3.793  0.106  -1.457  -0.1374
C  -4.252  0.052  -4.465  -0.2332
C  4.975  1.078  -1.401  -0.5578
C  -2.922  1.522  -0.738  -0.1590
C  1.460  -0.279  -1.470  -0.1717
C  -2.863  -0.518  3.106  -0.5335
C  2.494  0.625  -1.415  0.0650
C  -0.412  1.424  1.586  -0.5195
C  6.319  0.352  -1.440  -0.0578
C  -0.056  -2.074  1.774  -0.5056
C  -3.426  1.228  -2.072  -0.4356
C  -2.900  0.400  -4.311  0.0712
C  -1.274  2.543  2.162  -0.1243
B  -0.491  -1.307  -1.484  -0.6947
H  -4.721  0.363  3.720  0.0975
H  2.306  1.687  -1.347  0.1292
H  -1.501  2.377  3.215  0.0883
H  4.974  -1.680  -1.593  0.1117
H  6.445  -0.325  -0.595  0.0922
H  -3.835  1.386  2.601  0.0584
H  -3.778  -2.452  2.666  0.0313
H  4.943  1.239  0.774  0.0919
H  7.122  1.087  -1.394  0.0956
H  -3.656  1.830  -0.002  0.0783
H  -6.212  -0.058  -3.619  0.1482
H  4.936  1.473  -3.544  0.0961
H  -4.684  -0.057  2.017  0.0546
H  1.039  -1.152  3.447  0.0581
H  0.178  -4.166  1.441  0.1023
H  3.982  2.479  -0.043  0.0734
H  1.570  0.556  1.938  0.0750
H  1.131  -2.900  3.346  0.1003
H  5.728  2.724  -2.586  0.0951
H  -0.334  -2.149  3.943  0.0715
H  -1.474  1.357  -3.053  0.1359
H  -3.977  -1.887  4.309  0.1002
H  3.972  2.611  -2.597  0.0778
H  1.376  2.232  2.440  0.0962
H  -5.456  0.883  -1.435  0.1341
H  0.753  -1.825  1.082  0.0816
H  -2.214  0.236  -5.131  0.1484
H  3.079  -3.253  -1.703  0.1363
H  -2.252  -0.082  3.901  0.1001
H  -2.206  2.703  1.624  0.0491
H  6.450  -0.215  -2.363  0.0928
H  -2.427  -2.548  3.805  0.0604
H  -0.712  3.478  2.109  0.0986
H  -1.107  -3.497  0.464  0.0255
H  5.737  2.581  -0.049  0.0945
H  -0.152  1.643  0.548  0.0651
H  0.669  0.962  3.417  0.0798
H  -2.004  2.105  -0.686  0.0819
H  -1.353  -3.761  2.201  0.0764

## Properties
- HOMO level (alpha / beta) (eV) = -13.94 / -13.94
- E_LUMO (alpha / beta) (eV) = -8.576 / -8.577
- energy (a.u.) = -1865.2149
- largest force on an atom (eV/Å) = 0.6
- orbital gap (alpha / beta) (eV) = 5.360 / 5.359
- ΔE to the lowest compared entry with this formula, charge and spin (kcal/mol) = 0.70
- charge = +2


The following is a DFT calculation (ωB97M-V/def2-TZVPD) of a structure of composition C26H39Ca2O22Pt at a distorted geometry.

Each line ends with the Löwdin charge.
Geometry (Å):
Pt  -0.595  -0.350  0.035  1.3503
Ca  -3.171  -2.982  0.271  1.6255
Ca  -0.643  2.224  -2.818  1.6332
O  -3.328  4.050  5.810  0.0535
O  -0.352  -5.223  -5.285  0.1376
O  -2.910  -0.932  -0.734  -0.2315
O  -0.056  2.856  -0.611  -0.1989
O  -1.389  -3.287  -5.991  0.0742
O  -3.780  3.919  3.601  0.0561
O  -0.396  -3.347  -4.010  0.0949
O  4.875  3.861  -4.246  0.1937
O  3.348  -2.344  0.236  0.0461
O  -4.001  5.908  4.690  0.1811
O  -1.708  -1.295  1.904  -0.1520
O  4.595  2.916  -2.141  0.0603
O  1.778  -1.138  1.396  0.0655
O  -1.286  -4.473  0.090  -0.1216
O  -0.630  1.548  0.948  -0.1273
O  -0.566  -2.567  -0.584  -0.1453
O  -2.168  0.665  -1.895  -0.1658
O  3.811  -1.820  2.261  0.0645
O  3.694  4.830  -2.712  0.1035
O  0.683  0.278  -1.740  -0.2048
O  -3.189  -2.568  2.595  -0.1978
O  0.946  0.781  -3.955  -0.1804
C  5.605  -3.200  2.945  -0.0009
C  3.665  3.011  -1.193  -0.3899
C  -4.291  1.876  6.413  -0.0070
C  0.801  -4.393  -1.098  0.0229
C  -3.317  2.651  5.482  -0.2994
C  -3.128  -0.044  -1.589  -0.6981
C  -2.488  -0.834  4.276  0.0408
C  -1.900  -2.132  -5.381  -0.3306
C  -0.475  2.717  0.573  -0.6259
C  -3.527  2.577  3.956  -0.1167
C  -4.544  0.162  -2.131  0.0275
C  3.252  4.549  -1.296  0.0303
C  -0.666  -4.055  -5.071  -0.5067
C  2.909  -1.672  1.280  -0.5054
C  -3.724  4.758  4.641  -0.5114
C  -1.114  -2.136  -4.067  -0.0772
C  4.734  -2.662  0.277  -0.0222
C  -0.666  3.958  1.540  0.0465
C  5.055  -2.253  1.791  -0.2550
C  -2.478  -1.528  2.851  -0.6253
C  -3.405  -2.056  -5.278  0.0007
C  4.397  3.886  -3.172  -0.5904
C  1.301  0.177  -2.833  -0.6545
C  4.260  2.580  0.155  -0.0078
C  -0.409  -3.775  -0.483  -0.7353
C  2.375  -0.888  -2.875  0.0219
H  -5.068  -0.790  -2.214  0.0868
H  -5.066  0.713  -1.348  0.0969
H  5.831  -2.799  3.932  0.0798
H  -3.929  -1.777  -6.193  0.0933
H  -5.347  1.715  6.200  0.0861
H  2.781  2.396  -1.355  0.1257
H  -2.623  -1.650  4.985  0.0909
H  -1.814  -2.017  -3.239  0.1210
H  -2.270  2.365  5.580  0.1440
H  2.762  -1.118  -3.867  0.0901
H  -1.665  3.824  1.954  0.0564
H  1.458  -4.699  -0.284  0.0941
H  3.332  -0.528  -2.497  0.0895
H  -4.114  0.820  6.208  0.0581
H  0.057  4.041  2.351  0.0900
H  -1.576  -0.245  4.379  0.0859
H  -0.752  4.900  0.999  0.0800
H  -1.425  -1.387  -6.019  0.1567
H  -4.389  2.023  3.584  0.1313
H  -3.681  -1.266  -4.579  0.0587
H  2.043  -1.860  -2.509  0.0695
H  4.962  -4.037  3.220  0.0829
H  -2.677  2.109  3.459  0.1102
H  -4.466  0.780  -3.025  0.0859
H  5.584  -1.302  1.731  0.1411
H  -3.345  -0.163  4.224  0.0529
H  6.591  -3.572  2.667  0.0758
H  4.850  -3.744  0.223  0.1402
H  2.177  4.665  -1.157  0.1115
H  3.820  5.170  -0.603  0.1320
H  -3.838  -2.948  -4.827  0.0982
H  -0.364  -1.350  -4.160  0.1183
H  -4.108  2.172  7.446  0.0912
H  5.292  -1.970  -0.354  0.1353
H  1.418  -3.662  -1.621  0.0551
H  4.548  1.555  0.391  0.0723
H  0.574  -5.122  -1.876  0.0963
H  5.120  3.192  0.425  0.0895
H  3.531  2.782  0.939  0.0811

## Properties
- HOMO level (alpha / beta) (eV) = -11.68 / -11.98
- multiplicity = 3
- E_LUMO (alpha / beta) (eV) = -3.837 / -4.075
- energy (a.u.) = -4143.9326
- largest force on an atom (eV/Å) = 5.4
- orbital gap (alpha / beta) (eV) = 7.846 / 7.906
- charge = +1